Record 1
Entry from the OMol25 dataset: a cluster of 3 separate species, C24H40F5N5O3PS in total (ωB97M-V/def2-TZVPD).

The geometry in XYZ format:
```
79
Properties=species:S:1:pos:R:3:forces:R:3:mulliken_charge:R:1
C 2.907872 3.701543 2.818183 -0.1 0.0 -0.1 -1.1145
C 3.849246 3.457482 1.622934 -0.1 0.0 0.1 -0.3238
C 3.679126 2.088547 0.962882 0.4 -0.5 -0.2 -0.8016
N 2.781500 2.138659 -0.208948 -0.7 0.4 0.1 -0.0660
C 1.595197 1.475568 -0.177550 0.1 -0.1 0.2 0.1434
N 1.687737 0.226382 0.252827 -0.2 0.1 0.2 -1.2575
N 0.568953 -0.445865 0.371548 -0.1 -0.3 -0.1 1.5598
N 0.802585 -1.779102 0.819072 -0.3 0.6 0.2 -0.8474
C 0.974898 -1.835042 2.038899 0.5 -0.2 0.4 0.3390
S 1.272818 -1.961964 3.547097 -0.2 -0.1 -0.3 -0.1971
C -0.663858 -0.052508 0.088015 0.2 -0.5 0.0 1.5556
C -1.787578 -1.026772 0.298010 -0.2 0.3 -0.3 -2.2469
C -2.708629 -0.617612 1.460822 -0.1 -0.3 0.2 -0.5586
N -1.933853 0.022753 2.527694 -0.1 -0.2 0.1 -0.4463
C -0.806072 1.270776 -0.413247 0.3 0.2 -0.3 -0.0721
C -2.222254 1.697260 -0.731598 -0.3 -0.1 0.0 -0.5469
C -2.537295 2.365795 -2.091639 -0.1 0.1 0.1 -1.5215
C -3.137005 3.771913 -1.992837 0.0 0.2 0.1 -0.8110
C -4.621280 3.727028 -1.682631 0.0 -0.1 0.0 0.8237
F -5.334755 3.434924 -2.798597 0.1 0.0 0.1 -0.3254
F -4.897358 2.742869 -0.772828 -0.1 0.1 -0.1 -0.2835
C -5.167363 5.050037 -1.095222 -0.2 0.2 0.1 0.5776
F -4.826727 5.135203 0.204862 -0.1 0.1 -0.5 -0.2432
F -6.497761 5.121015 -1.203386 0.6 0.0 0.1 -0.2419
F -4.623537 6.099596 -1.743500 -0.3 -0.4 0.2 -0.2602
C 0.330117 2.046693 -0.550448 0.0 -0.1 -0.2 0.8486
P 0.178599 3.763116 -1.224411 -0.2 0.0 -0.1 0.2189
C 1.150392 3.520389 -2.775600 0.0 -0.2 -0.1 -1.2728
O 1.278873 4.515515 -0.230736 0.1 0.0 -0.2 -0.3749
H 3.464971 3.747793 3.753458 -0.1 0.0 0.0 0.3425
H 2.349545 4.633405 2.715612 0.1 0.0 0.0 0.2377
H 2.170232 2.899579 2.916228 0.0 0.0 0.0 0.2923
H 3.682641 4.232692 0.871233 0.2 0.0 0.0 0.2059
H 4.887361 3.539819 1.949287 -0.1 0.1 -0.1 0.4849
H 4.642538 1.680522 0.649651 0.0 0.1 -0.1 0.3821
H 3.262118 1.363277 1.664725 0.1 0.1 0.0 0.3991
H 2.674033 3.074295 -0.566902 0.1 0.1 0.1 0.1400
H -1.390781 -2.029388 0.432604 0.0 0.0 0.1 0.4760
H -2.378240 -1.050538 -0.624449 0.1 -0.2 0.1 0.6185
H -3.228424 -1.524534 1.793608 0.0 0.1 -0.1 0.4040
H -3.487575 0.065772 1.117652 0.2 0.1 0.1 0.4377
H -2.562904 0.405696 3.224782 0.0 0.1 -0.1 0.2785
H -1.399507 -0.685572 3.023313 0.0 0.0 0.0 0.0898
H -2.585015 2.319928 0.093411 0.1 0.0 0.0 0.6027
H -2.831624 0.793434 -0.688782 0.1 0.4 0.1 -0.2028
H -1.657803 2.381049 -2.737953 0.0 0.0 0.0 0.5562
H -3.290886 1.753189 -2.593811 0.3 -0.1 -0.1 0.5124
H -3.033138 4.306429 -2.939560 0.0 0.0 0.1 0.5190
H -2.634025 4.380253 -1.238748 0.0 -0.1 0.0 0.4124
H 1.084087 2.489084 -3.131514 -0.1 0.1 0.0 0.3959
H 2.209112 3.746963 -2.633792 -0.1 0.0 0.0 0.4150
H 0.751511 4.171419 -3.554455 0.1 0.0 0.0 0.4196
H 1.314061 5.453704 -0.458286 -0.1 0.0 0.2 0.3226
C -2.108714 -6.471208 1.071885 0.1 0.0 0.0 -0.5732
C -2.713599 -5.684398 2.233195 0.0 0.0 0.0 -0.6811
C -1.870626 -4.417586 2.213301 0.0 0.0 0.0 -0.1133
O -1.509590 -4.195311 0.845441 0.0 0.1 0.1 -0.3112
C -1.808767 -5.367170 0.069424 0.0 0.0 0.0 -0.5275
H -2.771519 -7.233052 0.666817 0.0 0.0 0.0 0.3591
H -1.183888 -6.956542 1.388840 0.0 0.0 0.0 0.2665
H -3.759585 -5.448499 2.028241 0.0 0.0 0.0 0.3004
H -2.662849 -6.204918 3.187570 0.0 0.0 0.0 0.3643
H -0.957261 -4.538865 2.806498 0.0 0.0 0.0 0.1847
H -2.410891 -3.543291 2.585971 0.0 0.0 0.0 0.1321
H -2.674831 -5.156094 -0.565105 0.0 0.0 0.0 0.3142
H -0.955034 -5.589305 -0.570258 0.0 0.0 0.0 0.2731
C 3.722660 -2.319133 -0.902400 0.1 0.0 0.0 0.1524
C 4.550148 -2.504704 -2.172528 0.0 -0.1 0.0 -0.6617
C 5.157413 -3.883491 -1.937259 0.0 0.0 0.0 -0.5068
O 4.204449 -4.610832 -1.158798 0.0 0.0 0.0 -0.4434
C 3.203991 -3.729423 -0.659563 0.0 0.0 -0.1 -0.2866
H 2.927029 -1.585252 -1.001682 0.0 0.0 0.0 -0.1305
H 4.368213 -2.008363 -0.076973 0.0 0.0 0.0 0.1977
H 3.897220 -2.522336 -3.047982 0.0 0.0 0.0 0.3130
H 5.303643 -1.733527 -2.324742 0.0 0.0 0.0 0.3706
H 6.094073 -3.811924 -1.375002 0.0 0.0 0.0 0.2628
H 5.350211 -4.432126 -2.858950 0.0 0.0 0.0 0.3099
H 2.267130 -3.908678 -1.200379 0.0 0.0 0.0 0.2291
H 3.036074 -3.946433 0.397489 0.0 0.0 0.0 0.2100
```
Forces are in eV/Å.

Frontier orbital gap, eV: 7.41
Charge: +1
HOMO energy, eV: -11.233

---

Record 2
Entry from the OMol25 dataset: a cluster of 2 separate species, C9H14 in total (ωB97M-V/def2-TZVPD).

The geometry in XYZ format:
```
23
Properties=species:S:1:pos:R:3:forces:R:3:nbo_charge:R:1
C -1.196958 -1.447494 -1.454628 2.1 -1.9 3.1 -0.6179
C -1.242658 -0.663453 -0.146709 1.2 -1.8 -3.2 -0.0458
C -2.334337 0.010504 0.121218 -4.7 3.5 1.3 -0.2028
C -2.599914 0.538078 1.391645 -0.7 0.0 1.1 -0.2159
C -1.684723 0.167106 2.381223 -0.3 2.3 4.1 -0.2087
C -0.484758 -0.474912 2.149743 -1.7 -0.4 -4.1 -0.2238
C -0.277952 -0.846807 0.764355 0.6 0.6 4.2 -0.1876
H -0.929169 -0.947651 -2.323433 0.1 1.0 -1.6 0.2172
H -2.028171 -2.123029 -1.521125 -0.7 0.1 -0.4 0.2198
H -0.363212 -2.147891 -1.161506 -0.5 0.3 -1.2 0.2058
H -3.064343 0.217932 -0.663891 0.1 -0.3 0.1 0.2082
H -3.559621 1.104558 1.750657 2.0 -1.1 -1.2 0.2280
H -1.829303 0.597224 3.528448 0.0 -1.4 -3.0 0.2034
H 0.054667 -0.954299 2.897064 1.3 0.0 1.3 0.2162
H 0.631399 -1.297963 0.509733 1.1 -0.9 -0.4 0.2028
C 2.960011 0.624722 -0.472509 -0.8 -1.7 -1.0 -0.6125
C 2.261959 1.570439 -1.483677 2.2 -2.5 -2.1 -0.6141
H 4.036757 0.777744 -0.403931 -0.2 0.1 0.2 0.2079
H 2.483583 0.576975 0.495498 0.1 0.5 0.4 0.2103
H 2.785405 -0.457774 -0.834599 0.6 1.5 0.3 0.1947
H 3.027033 1.877157 -2.248161 -0.6 0.3 0.9 0.2022
H 1.697824 2.370334 -1.144323 -0.8 1.5 0.9 0.2102
H 1.656487 0.928490 -2.131096 -0.6 0.3 0.3 0.2024
```
Forces are in eV/Å.

Frontier orbital gap, eV: 10.20
SMILES string: Cc1ccccc1.CC
HOMO energy, eV: -9.197
Energy above the lowest of the compared OMol25 structures with the same formula, charge and spin, kJ/mol: 192.94

---

Record 3
Entry from the OMol25 dataset: a cluster of 5 separate species, C44H93FI2N9O7S2 in total (ωB97M-V/def2-TZVPD).

The geometry in XYZ format:
```
158
Properties=species:S:1:pos:R:3:forces:R:3:mulliken_charge:R:1
C -5.848338 -2.776720 1.337515 0.0 -0.5 0.2 -0.8800
C -5.890990 -2.300707 -0.197035 1.1 -0.1 0.5 -0.5961
C -5.293261 -0.803883 -0.410566 -1.3 -1.0 -0.8 0.3886
C -5.053519 -0.612812 -1.995160 0.3 1.0 0.2 -1.0910
C -3.513660 -0.295562 -2.388416 -0.2 -0.2 -0.1 0.7939
C -2.918531 -1.335987 -3.485509 0.0 1.1 0.4 -0.4948
C -1.713193 -0.608618 -4.254975 0.1 -1.0 0.0 0.5303
C -0.839030 -1.559682 -5.214131 -0.6 0.1 0.1 -1.1180
C -0.231718 -2.866058 -4.500272 1.0 1.2 -0.5 -0.5601
C 1.117974 -2.371965 -3.734020 -0.9 -1.0 0.3 0.6258
C 2.090404 -3.638272 -3.565972 0.1 0.1 0.4 -0.9664
C 2.805038 -3.692447 -2.113104 -0.5 -0.3 -1.0 -0.5171
C 1.694562 -3.816474 -0.966787 0.0 -0.2 0.8 0.2081
C 1.961380 -2.900149 0.324473 1.4 -0.3 -0.5 -0.8952
C 2.029906 -1.338722 -0.016605 0.2 0.0 0.6 -0.4697
C 0.622495 -0.571047 0.106706 0.6 0.3 -0.6 1.8787
C 0.793060 0.645577 1.134407 -1.0 -1.2 0.7 -1.4900
C -0.526869 1.123871 1.968302 1.5 -2.4 -0.9 1.8594
C -0.566545 0.613198 3.485217 0.1 0.9 0.1 -0.9756
C -1.492173 -0.668215 3.697199 -0.9 0.7 0.2 -0.4452
S -0.608221 -2.286286 3.386485 0.2 -1.1 -0.6 -0.0472
C -1.269479 -3.092943 1.876349 -3.6 2.3 -2.6 0.2474
N -2.285434 -2.381729 1.173938 3.5 -3.4 1.5 0.1252
N -2.591386 -3.137905 0.076424 3.0 -4.2 0.2 -0.2747
C -1.796384 -4.313453 0.085055 -2.0 4.3 0.9 -0.3246
O -0.934888 -4.292440 1.233877 -1.8 2.1 -0.3 -0.2588
N -0.382443 2.587467 1.745865 -2.5 1.7 -2.0 0.6214
C -1.375961 3.496257 2.340719 -2.8 0.4 -0.7 -1.4427
I -0.568312 4.922031 3.817399 -0.4 -1.2 -1.2 0.0918
C -2.764680 3.549798 2.037007 2.1 0.9 1.6 0.6909
C -3.738635 4.633271 2.737040 0.4 0.1 -0.9 -0.9854
I -3.630575 2.183393 0.596489 0.5 0.9 0.9 0.3163
C 0.048228 2.833172 0.384800 1.0 -1.8 2.5 -0.6229
N -0.357632 3.714205 -0.510467 0.5 -1.0 1.4 0.2951
C 0.227600 3.869179 -1.878410 -0.3 1.0 -1.9 -0.5691
C 0.296185 2.518514 -2.744024 0.9 -0.2 0.5 0.0048
N 1.120245 1.803683 0.205608 -0.6 2.7 0.8 0.4335
S 2.743794 2.375598 0.228141 5.5 -2.8 -2.4 1.1472
O 3.585101 1.797986 1.320544 -3.5 2.4 -2.1 -0.6155
O 3.340079 2.030028 -1.117827 -2.7 2.0 3.7 -0.3793
F 2.671449 4.040067 0.321338 -0.5 -2.7 0.1 -0.2643
H -5.023987 -3.559827 1.534128 -1.2 1.3 -0.5 0.1569
H -5.605615 -1.896166 2.024380 -0.6 -1.2 -0.8 0.1840
H -6.826815 -3.296726 1.654565 1.4 1.1 -0.4 0.3000
H -5.178821 -2.990658 -0.773247 -1.2 0.9 0.6 0.2022
H -6.955670 -2.398150 -0.618136 1.7 0.3 0.5 0.4776
H -6.124625 -0.088234 -0.073398 1.4 -0.8 -0.3 0.3693
H -4.337723 -0.631054 0.197278 -1.4 -0.5 -0.8 -0.6046
H -5.702229 0.275371 -2.337456 1.0 -1.4 0.4 0.1844
H -5.417333 -1.520364 -2.581860 0.5 1.1 0.9 0.5016
H -3.432632 0.794981 -2.758624 -0.1 -1.7 0.3 0.4175
H -2.843947 -0.339555 -1.449151 -1.0 -0.1 -1.3 -0.6883
H -3.741873 -1.643243 -4.220506 1.2 0.4 1.0 0.3258
H -2.580036 -2.252222 -2.895438 -0.4 1.1 -1.0 -0.0333
H -2.163165 0.218851 -4.917262 0.8 -1.0 1.2 0.4679
H -1.008338 -0.199869 -3.447001 -1.0 -0.2 -1.2 -0.7693
H -1.487643 -1.804184 -6.125141 0.9 0.1 1.2 0.3306
H 0.052684 -0.935883 -5.574182 -1.3 -0.9 0.3 0.3769
H 0.055162 -3.651035 -5.280679 -0.4 1.1 1.0 0.4817
H -0.938077 -3.371725 -3.763034 0.9 0.8 -0.9 0.2056
H 1.638297 -1.512340 -4.270478 -0.7 -1.2 0.5 0.6225
H 0.741576 -1.946894 -2.727317 0.9 -0.7 -1.3 -0.7898
H 2.855463 -3.636457 -4.430080 -1.0 0.0 1.5 0.3212
H 1.485124 -4.603198 -3.698131 0.8 1.3 0.3 0.1815
H 3.474194 -2.765993 -2.030996 -0.9 -1.3 0.2 0.3451
H 3.453416 -4.644248 -2.077903 -0.8 1.6 0.0 0.2651
H 1.690756 -4.921282 -0.638785 -0.1 1.7 -0.4 0.2928
H 0.633605 -3.585842 -1.319933 1.4 -0.3 0.1 -0.3067
H 1.243544 -3.133599 1.179751 0.9 0.5 -1.3 0.0558
H 3.009568 -3.196430 0.712407 -1.6 0.5 -0.5 0.3879
H 2.766999 -0.861664 0.734652 -1.1 -0.7 -1.2 0.5071
H 2.487094 -1.132551 -1.050963 -0.7 -0.5 1.5 0.0869
H 0.430819 -0.094552 -0.927678 0.0 -0.7 1.7 -0.6553
H -0.272043 -1.245688 0.312931 1.3 0.9 0.1 -0.8449
H 1.523028 0.429412 1.983519 -0.2 0.5 -1.8 0.8354
H -1.340753 0.535353 1.427630 0.3 1.7 0.6 -0.9514
H -1.010503 1.453468 4.141028 0.6 -1.2 -1.0 0.3856
H 0.501897 0.461128 3.894851 -1.7 0.1 -0.6 0.3068
H -1.777172 -0.685194 4.814099 0.6 -0.3 -1.7 0.4234
H -2.486650 -0.626539 3.125043 1.6 0.0 0.6 0.2847
H -1.828862 -5.116091 -0.733106 0.5 1.2 1.9 0.3931
H -3.485208 5.653952 2.246010 -0.5 -1.6 0.8 0.1653
H -4.842144 4.450240 2.531706 1.6 -0.1 0.1 0.3657
H -3.587426 4.716810 3.861860 0.0 -0.4 -1.5 0.3376
H -1.141425 4.331356 -0.215605 0.7 -0.6 -0.2 0.3064
H 1.224150 4.427624 -1.807445 -1.3 -1.0 0.0 0.2189
H -0.478160 4.583473 -2.446296 1.0 -1.0 1.2 0.3882
H -0.289460 2.565765 -3.726671 0.8 0.1 1.6 0.4516
H 1.413919 2.319691 -2.948363 -1.9 0.1 0.2 0.1560
H -0.089487 1.651629 -2.114040 0.4 1.1 -1.0 -0.4067
C 8.191229 3.760062 -3.272729 0.2 0.2 0.2 -1.4721
C 6.810429 3.316670 -2.796044 0.2 -0.1 -0.4 0.4560
C 6.610908 1.788018 -2.818444 -0.3 0.0 0.1 -0.3027
O 6.391239 1.242467 -4.115282 0.2 0.0 0.4 -0.3553
C 7.571636 1.029749 -4.873059 -0.3 0.0 -0.3 -0.6995
N 5.787606 4.004979 -3.593441 -0.2 -0.2 0.0 -0.7213
H 8.298348 3.711945 -4.357764 -0.1 -0.1 0.1 0.2864
H 8.376469 4.797983 -2.980851 -0.1 -0.1 -0.1 0.3635
H 8.977004 3.145658 -2.823927 0.0 0.0 0.0 0.3454
H 6.709069 3.643684 -1.755236 -0.1 -0.1 0.0 0.3616
H 5.706141 1.559030 -2.245550 0.0 0.0 -0.1 -0.0524
H 7.434440 1.266984 -2.313829 0.1 0.1 -0.1 0.4391
H 8.416996 0.734125 -4.245179 0.0 0.1 0.0 0.3309
H 7.817164 1.925897 -5.446090 0.2 0.0 0.0 0.2269
H 7.374118 0.227758 -5.587560 -0.1 0.0 0.1 0.2447
H 4.870622 3.784558 -3.208538 0.1 0.1 0.0 0.2267
H 5.774069 3.564508 -4.514476 0.1 0.2 0.1 0.3337
C -5.689016 8.392325 2.033330 -0.1 -0.1 0.2 -1.4226
C -4.179483 8.619659 2.014855 -0.3 0.2 -0.2 0.3543
C -3.777818 10.070740 1.683898 0.3 0.0 0.0 -0.8004
O -3.895221 10.412536 0.307927 -0.1 0.0 0.5 -0.3895
C -5.209355 10.755111 -0.105050 0.1 0.0 -0.3 -0.6398
N -3.565110 7.664759 1.082025 0.3 0.1 -0.1 -0.5891
H -6.119344 8.336190 1.031988 0.1 0.1 0.0 0.3146
H -5.923200 7.447398 2.533385 0.1 0.1 -0.1 0.2970
H -6.198811 9.190066 2.580243 0.0 -0.1 -0.1 0.3632
H -3.808750 8.399683 3.022360 0.1 0.1 -0.1 0.3471
H -2.716672 10.190319 1.927204 0.0 0.0 -0.1 0.3430
H -4.319621 10.790644 2.309477 -0.1 -0.1 0.0 0.4561
H -5.766034 11.274431 0.680058 0.0 -0.1 0.0 0.3012
H -5.747458 9.861301 -0.426805 -0.2 0.1 0.1 0.2220
H -5.129424 11.418135 -0.968809 0.1 0.0 0.1 0.2612
H -2.551650 7.751086 1.145502 -0.1 0.0 0.1 0.2428
H -3.774773 7.988331 0.136331 -0.1 -0.1 0.2 0.2819
C 1.009988 -10.289154 -2.563229 0.0 -0.3 -0.1 -1.4142
C 0.801860 -9.139559 -3.545812 0.1 0.1 0.4 0.3110
C 2.026012 -8.211337 -3.677742 -0.2 0.1 -0.3 -0.8362
O 2.201424 -7.312212 -2.587291 0.2 -0.2 -0.2 -0.0809
C 2.839173 -7.880665 -1.454734 -0.2 0.3 0.1 -0.8539
N -0.401251 -8.392690 -3.157107 0.1 0.3 -0.1 -0.7196
H 0.943559 -9.970743 -1.521298 0.0 0.1 -0.1 0.2839
H 0.243618 -11.055591 -2.710740 0.1 0.1 0.0 0.3547
H 1.984118 -10.762938 -2.714582 -0.1 0.0 0.0 0.3417
H 0.623205 -9.585962 -4.530007 0.0 0.1 0.0 0.4615
H 1.875624 -7.578877 -4.559259 0.0 0.1 0.1 0.3112
H 2.945543 -8.780933 -3.861470 0.0 -0.1 0.1 0.4359
H 3.591489 -8.623459 -1.734367 -0.1 0.0 0.0 0.3878
H 2.096505 -8.322276 -0.787368 0.1 -0.2 0.1 0.2628
H 3.334307 -7.075541 -0.906472 0.0 0.0 -0.1 0.2351
H -0.594412 -7.689887 -3.868670 -0.1 -0.1 0.0 0.2683
H -0.161370 -7.840486 -2.332373 0.0 -0.2 -0.1 0.2853
C 1.834800 -1.987706 9.190791 0.1 -0.1 0.2 -1.4053
C 2.389264 -1.240049 7.980866 -0.4 0.0 0.1 0.3251
C 1.788137 0.168662 7.796409 0.3 0.0 -0.2 -0.7909
O 0.467373 0.180212 7.258439 0.2 0.1 0.2 -0.1627
C -0.558471 -0.057710 8.209979 -0.2 -0.1 -0.3 -0.8403
N 2.200076 -2.066258 6.783020 -0.1 0.3 -0.2 -0.6669
H 0.832184 -2.383493 9.019002 0.1 0.1 -0.1 0.2710
H 2.475441 -2.840115 9.434127 -0.1 0.1 -0.1 0.3551
H 1.800239 -1.338935 10.070696 0.0 0.0 -0.1 0.3482
H 3.465302 -1.116968 8.144408 -0.1 0.1 -0.1 0.4385
H 2.406318 0.705837 7.069035 -0.1 -0.1 0.0 0.3175
H 1.832168 0.749681 8.725916 -0.1 -0.1 0.1 0.4176
H -0.317717 0.363760 9.189740 0.1 -0.1 0.0 0.3856
H -0.753241 -1.128615 8.292965 0.0 0.0 0.2 0.2727
H -1.473664 0.414833 7.845497 0.1 0.1 0.0 0.2294
H 2.658691 -1.610190 5.995957 0.1 -0.2 0.1 0.2592
H 1.208852 -2.024296 6.541204 0.1 -0.2 0.1 0.2660
```
Forces are in eV/Å.

Frontier orbital gap, eV: 6.68
Charge: +1
HOMO energy, eV: -10.579

---

Record 4
Entry from the OMol25 dataset: an isolated molecule of C3H6N2S (ωB97M-V/def2-TZVPD).

The geometry in XYZ format:
```
12
Properties=species:S:1:pos:R:3:forces:R:3:nbo_charge:R:1
C 3.024050 -0.536164 -0.089322 9.0 0.6 -0.2 -0.2240
C -1.003734 -0.312877 -0.033994 2.1 0.0 0.0 0.3453
C -2.202856 0.508722 -0.060111 -0.5 0.5 0.0 -0.7118
N -0.792729 -1.512063 -0.035053 -0.8 0.1 0.0 -0.5848
N 1.759221 -0.510245 -0.062211 -10.5 0.8 0.3 -0.8069
S 0.858796 0.845273 -0.007508 0.0 -2.2 -0.1 0.5201
H 3.520716 -1.493749 -0.131359 0.0 -0.1 0.0 0.1636
H 3.660292 0.348686 -0.079654 -0.1 -0.1 0.0 0.1373
H -2.189249 1.139131 -0.946922 -0.1 0.1 0.0 0.2475
H -3.084172 -0.133022 -0.076434 0.1 0.0 0.0 0.2521
H -2.228108 1.152507 0.816386 -0.1 0.1 0.0 0.2470
H 0.186869 -1.802984 -0.027788 0.7 0.2 0.0 0.4147
```
Forces are in eV/Å.

Frontier orbital gap (alpha / beta), eV: 5.81 / 6.90
Spin multiplicity: 3
HOMO energy (alpha / beta), eV: -5.242 / -9.121
Energy above the lowest of the compared OMol25 structures with the same formula, charge and spin, kJ/mol: 141.69